{
  "formula": "C42H39N5P2Ti",
  "method": "ωB97M-V with the def2-TZVPD basis set",
  "multiplicity": 3,
  "e_above_lowest_kj_mol": 30.73,
  "charge": 2,
  "homo_ha": [-0.44444, -0.49746],
  "gap_ev": [7.311, 8.479],
  "e_tot_ev": -93321.9241,
  "elements": ["Ti", "P", "P", "N", "N", "N", "N", "N", "C", "C", "C", "C", "C", "C", "C", "C", "C", "C", "C", "C", "C", "C", "C", "C", "C", "C", "C", "C", "C", "C", "C", "C", "C", "C", "C", "C", "C", "C", "C", "C", "C", "C", "C", "C", "C", "C", "C", "C", "C", "C", "H", "H", "H", "H", "H", "H", "H", "H", "H", "H", "H", "H", "H", "H", "H", "H", "H", "H", "H", "H", "H", "H", "H", "H", "H", "H", "H", "H", "H", "H", "H", "H", "H", "H", "H", "H", "H", "H", "H"],
  "coordinates": [[-0.67578, 0.74555, -0.04599], [1.65441, -0.47514, 0.62430], [-0.13475, -1.59710, -1.24159], [1.40028, -1.67683, -0.53400], [-2.41532, -0.25413, 0.95784], [0.67639, 2.50298, -0.30676], [-2.16849, 2.06052, -0.98461], [-1.20705, 2.05873, 1.65605], [3.57930, -3.03807, 3.16838], [-0.83054, -3.35822, 0.77685], [0.58471, -3.32698, -3.31742], [0.14624, -2.04737, -2.97145], [-1.60925, -4.33239, 1.38269], [-1.04955, -3.01314, -0.55687], [0.00990, -1.07592, -3.95984], [0.73427, -2.65002, -5.61984], [5.30250, 1.92997, -0.80385], [1.82409, -0.90537, 3.37609], [-2.83995, -4.62043, -0.66298], [4.61228, 1.12298, -1.69675], [2.23730, -1.33443, 2.11866], [-2.32252, 2.96048, 1.29469], [-3.35167, 3.06189, -2.81163], [0.01680, 2.79755, 1.99212], [2.02029, 4.92616, -0.41006], [-2.60373, 0.14777, 2.22657], [2.28467, -1.53300, 4.52468], [2.00764, 4.07914, -1.50619], [4.91890, 1.97069, 0.53101], [1.34546, 4.54073, 0.74008], [-3.47110, 4.03296, -0.63688], [-3.30774, -1.08344, 0.40844], [-2.05987, -3.65054, -1.27524], [-3.65787, -0.31217, 2.99407], [3.85047, 1.20653, 0.97437], [-2.61866, -4.95988, 0.66490], [3.15677, -2.60495, 4.41922], [-2.53328, 2.09054, -2.27557], [3.53129, 0.36937, -1.26186], [-2.64464, 3.01929, -0.17609], [1.32213, 2.88229, -1.41369], [-4.55346, -1.21078, 2.43145], [-3.82975, 4.05977, -1.97443], [0.88021, -3.62257, -4.63795], [-1.59130, 1.13114, 2.73416], [3.12980, -2.40189, 2.02371], [0.69214, 3.32245, 0.75853], [0.29909, -1.37682, -5.28235], [3.14959, 0.40258, 0.07764], [-4.38469, -1.59073, 1.11040], [2.54325, 5.87190, -0.44768], [2.04239, -2.44363, -0.69696], [0.18476, -0.62095, -6.04788], [0.68234, -4.09130, -2.55519], [1.22090, -4.61394, -4.90508], [-0.69646, 0.58358, 3.03459], [-5.38359, -1.59036, 3.01161], [3.49004, -2.73237, 1.05598], [-4.47170, 4.84207, -2.35567], [1.15034, -0.06169, 3.46229], [-3.22483, 2.62972, 1.81609], [-0.17933, 3.61272, 2.69757], [1.29745, 2.19014, -2.24679], [-2.12090, 3.97257, 1.65747], [-5.07335, -2.26824, 0.62673], [4.92173, 1.07242, -2.73277], [-3.14763, -1.34810, -0.62643], [3.58007, 1.21802, 2.02513], [-3.83102, 4.78966, 0.04763], [0.70381, 2.09947, 2.47988], [-0.03770, -2.87606, 1.33972], [-3.78466, 0.03107, 4.01205], [-2.15074, 1.28554, -2.89352], [3.51460, -3.10093, 5.31121], [5.46968, 2.58454, 1.23171], [4.26876, -3.86756, 3.08654], [-3.61046, 3.03605, -3.86010], [-1.97044, 1.66146, 3.61483], [-3.22297, -5.72359, 1.13614], [-3.61447, -5.12257, -1.22794], [0.96028, -2.88899, -6.65020], [1.33456, 5.17821, 1.61401], [6.14844, 2.51287, -1.14252], [-0.31943, -0.07673, -3.68887], [2.99344, -0.26058, -1.96186], [1.96284, -1.18620, 5.49767], [2.52196, 4.33793, -2.42048], [-1.42194, -4.60833, 2.41232], [-2.23597, -3.39754, -2.31423]],
  "forces_ev_per_angstrom": [[0.121, -0.386, -0.284], [0.021, -0.002, 0.259], [-0.039, -0.066, -0.288], [0.063, -0.008, 0.084], [0.082, 0.059, 0.129], [-0.012, 0.083, 0.057], [-0.304, 0.224, 0.029], [-0.004, 0.093, 0.014], [0.025, -0.035, -0.044], [0.026, -0.005, -0.051], [-0.053, 0.047, -0.030], [0.030, 0.074, 0.077], [-0.011, -0.008, 0.023], [0.103, 0.049, 0.051], [-0.005, 0.009, 0.084], [-0.010, 0.026, 0.023], [-0.036, -0.033, -0.003], [0.017, 0.001, -0.078], [-0.038, -0.030, -0.034], [0.045, 0.026, -0.032], [-0.060, 0.060, -0.077], [-0.032, 0.065, 0.126], [-0.041, 0.054, -0.008], [0.140, 0.142, 0.191], [-0.056, -0.101, -0.012], [-0.217, -0.146, -0.090], [0.000, -0.004, 0.051], [0.045, 0.063, -0.013], [0.040, 0.036, 0.035], [0.030, 0.016, -0.006], [-0.015, -0.026, -0.118], [-0.032, 0.009, 0.063], [0.052, 0.006, -0.001], [0.004, 0.020, 0.007], [-0.024, 0.006, -0.021], [0.017, 0.005, 0.018], [-0.012, 0.019, 0.014], [0.099, -0.151, -0.046], [-0.021, -0.041, 0.047], [-0.026, 0.084, -0.123], [0.022, -0.036, 0.032], [0.008, -0.007, -0.022], [0.059, -0.051, 0.063], [0.008, -0.049, 0.028], [0.000, -0.034, 0.274], [-0.015, 0.026, 0.008], [0.097, 0.106, -0.163], [0.003, 0.021, -0.064], [-0.101, -0.040, -0.142], [-0.019, 0.006, 0.012], [0.005, 0.004, -0.005], [-0.026, -0.016, -0.027], [0.004, -0.008, -0.008], [0.001, -0.032, -0.016], [-0.004, 0.001, 0.000], [0.001, 0.021, 0.026], [0.000, -0.002, 0.007], [0.018, -0.019, 0.015], [-0.005, 0.001, -0.002], [-0.010, -0.004, 0.031], [0.018, -0.032, -0.019], [-0.012, -0.043, 0.000], [0.002, 0.004, -0.012], [0.013, -0.031, 0.000], [0.005, 0.006, -0.013], [-0.003, 0.003, 0.002], [-0.001, 0.000, -0.001], [0.005, 0.008, 0.006], [0.007, 0.002, 0.011], [-0.014, 0.012, 0.005], [-0.042, -0.026, 0.017], [0.027, 0.017, 0.000], [0.000, 0.031, 0.010], [0.002, -0.002, 0.002], [-0.005, -0.002, 0.007], [0.001, -0.001, 0.007], [0.009, -0.019, -0.004], [0.021, -0.001, -0.031], [-0.001, -0.005, -0.005], [0.003, 0.001, -0.003], [-0.002, 0.008, -0.006], [-0.016, -0.018, 0.016], [0.003, 0.005, 0.005], [0.005, -0.033, -0.031], [0.012, 0.020, -0.006], [0.006, -0.008, 0.003], [-0.005, -0.017, -0.007], [-0.006, -0.001, -0.002], [0.011, -0.002, -0.024]],
  "lowdin_charge": [0.6636, 0.9182, 0.9062, -0.3777, 0.0246, 0.0034, 0.0080, -0.2345, -0.0532, -0.0925, -0.0858, -0.3737, -0.0604, -0.3849, -0.1078, -0.0530, -0.0644, -0.1085, -0.0642, -0.0694, -0.3727, -0.0745, -0.0246, -0.1135, -0.0125, -0.2546, -0.0623, -0.0195, -0.0633, 0.0140, 0.0090, -0.1099, -0.1067, 0.0128, -0.0885, -0.0624, -0.0541, -0.0961, -0.1056, -0.2330, -0.1025, -0.0124, -0.0129, -0.0539, -0.1115, -0.0788, -0.2530, -0.0660, -0.3625, -0.0162, 0.1255, 0.0870, 0.1119, 0.1137, 0.1163, 0.1038, 0.1256, 0.1074, 0.1265, 0.0680, 0.1466, 0.1439, 0.1197, 0.1437, 0.1227, 0.1130, 0.1043, 0.1068, 0.1311, 0.1204, 0.0863, 0.1283, 0.1043, 0.1164, 0.1132, 0.1163, 0.1213, 0.1501, 0.1143, 0.1151, 0.1165, 0.1281, 0.1135, 0.0743, 0.0950, 0.1128, 0.1225, 0.1132, 0.1142]
}